[1]
{
  "formula": "C4H5NO",
  "method": "the ωB97M-V functional and the def2-TZVPD basis",
  "species": ["C", "C", "C", "C", "N", "O", "H", "H", "H", "H", "H"],
  "positions_angstrom": [[0.529, -1.131, 0.255], [1.086, 0.061, 0.034], [-0.274, -2.127, -0.092], [-0.933, 1.571, 0.247], [0.216, 1.244, -0.279], [2.268, 0.442, 0.114], [-0.840, -2.709, 0.488], [-0.097, -2.549, -0.994], [-1.351, 2.589, 0.132], [-1.432, 0.732, 0.726], [0.829, 1.877, -0.632]],
  "orbital_gap_ev": [6.50, 8.72],
  "spin_multiplicity": 3,
  "molar_mass_g_mol": 83.1,
  "lumo_energy_ev": [0.41, -1.77],
  "s2": 2.03,
  "homo_ev": [-6.09, -10.49]
}

---

[2]
{
  "formula": "C6H39NO14",
  "method": "the ωB97M-V functional and the def2-TZVPD basis",
  "species": ["C", "O", "C", "C", "C", "C", "C", "N", "H", "H", "H", "H", "H", "H", "H", "H", "H", "H", "H", "H", "H", "H", "H", "O", "H", "H", "O", "H", "H", "O", "H", "H", "O", "H", "H", "O", "H", "H", "O", "H", "H", "O", "H", "H", "O", "H", "H", "O", "H", "H", "O", "H", "H", "O", "H", "H", "O", "H", "H", "O"],
  "positions_angstrom": [[-1.674, 0.307, 1.428], [-2.436, 1.470, 1.460], [-1.300, -0.027, -0.087], [0.245, -0.003, -0.329], [0.808, 1.218, -0.986], [1.921, 1.937, -0.599], [0.340, 1.486, -2.375], [-1.802, -1.363, -0.514], [-0.741, 0.487, 1.974], [-2.402, -0.470, 1.859], [-1.996, 2.254, 0.939], [-1.915, 0.720, -0.690], [0.663, -0.212, 0.592], [0.596, -0.891, -0.757], [2.466, 2.419, -1.393], [2.267, 2.058, 0.382], [0.688, 0.769, -3.057], [0.901, 2.371, -2.586], [-0.689, 1.714, -2.540], [-2.786, -1.471, -0.319], [-1.249, -2.189, -0.448], [-1.703, 2.156, 3.102], [-1.131, 3.633, 3.072], [-1.061, 2.751, 3.573], [-2.179, -1.473, -3.505], [-1.375, -0.715, -2.537], [-1.301, -1.122, -3.437], [1.434, 4.387, 0.710], [1.103, 3.444, 1.889], [1.108, 4.285, 1.576], [2.041, -1.292, 2.119], [0.924, -0.644, 3.117], [1.207, -1.477, 2.627], [-0.237, -3.617, 3.046], [0.417, -2.537, 3.660], [-0.126, -3.270, 3.942], [1.955, -1.754, -2.193], [3.124, -2.914, -2.061], [2.316, -2.521, -1.652], [0.197, 3.387, -0.265], [-0.679, 4.338, -0.877], [-0.530, 3.356, -0.894], [0.427, -1.479, -3.338], [1.268, -1.489, -4.558], [1.323, -1.144, -3.715], [-3.160, 1.290, -2.173], [-4.166, 1.836, -1.066], [-3.730, 1.961, -1.949], [3.722, -0.641, 0.328], [2.829, -1.794, 0.388], [3.194, -1.129, 1.011], [-1.994, -3.666, -1.417], [-1.235, -4.529, -0.480], [-1.719, -4.490, -1.298], [1.103, -3.127, -0.158], [0.624, -2.977, 1.172], [0.594, -3.677, 0.501], [1.974, 1.407, 3.392], [0.408, 1.404, 3.556], [1.130, 1.254, 2.837]],
  "orbital_gap_ev": 9.37,
  "molar_mass_g_mol": 349.4,
  "lumo_energy_ev": -0.03,
  "homo_ev": -9.40
}

---

[3]
{
  "formula": "CH2O2S",
  "method": "the ωB97M-V functional and the def2-TZVPD basis",
  "species": ["C", "O", "O", "S", "H", "H"],
  "positions_angstrom": [[-0.504, -0.270, -0.056], [0.839, -0.566, 0.482], [1.590, 0.638, 0.057], [0.206, 1.264, -0.836], [-0.949, -1.171, -0.442], [-1.182, 0.105, 0.796]],
  "orbital_gap_ev": [7.43, 8.41],
  "spin_multiplicity": 3,
  "molar_mass_g_mol": 78.1,
  "lumo_energy_ev": [0.33, -2.04],
  "s2": 2.01,
  "homo_ev": [-7.10, -10.46]
}

---

[4]
{
  "formula": "C6H9ClS",
  "method": "the ωB97M-V functional and the def2-TZVPD basis",
  "species": ["C", "C", "C", "S", "C", "C", "C", "Cl", "H", "H", "H", "H", "H", "H", "H", "H", "H"],
  "positions_angstrom": [[-0.540, 2.140, -0.323], [-0.116, 0.833, -0.147], [-1.010, -0.348, -0.067], [-2.424, 0.073, 0.995], [0.007, -1.536, 0.226], [1.161, -1.011, -0.576], [1.325, 0.514, -0.269], [1.926, 0.406, 1.479], [-1.526, 2.399, -0.198], [0.172, 2.954, -0.504], [-1.437, -0.604, -1.058], [-1.779, -0.504, 2.316], [-0.526, -2.528, -0.021], [0.262, -1.357, 1.240], [2.018, -1.676, -0.483], [0.679, -1.007, -1.678], [1.807, 1.252, -0.934]],
  "orbital_gap_ev": 9.41,
  "molar_mass_g_mol": 148.7,
  "lumo_energy_ev": 0.53,
  "homo_ev": -8.88
}

---

[5]
{
  "formula": "C34H48F18N2O14P2S",
  "method": "the ωB97M-V functional and the def2-TZVPD basis",
  "species": ["C", "C", "C", "C", "C", "O", "C", "N", "C", "O", "S", "O", "O", "F", "C", "C", "C", "C", "C", "O", "C", "C", "O", "N", "C", "F", "F", "C", "F", "F", "C", "F", "F", "C", "F", "F", "C", "F", "F", "C", "F", "F", "C", "F", "F", "C", "F", "F", "F", "H", "H", "H", "H", "H", "H", "H", "H", "H", "H", "H", "H", "H", "H", "H", "H", "H", "H", "C", "C", "O", "P", "O", "O", "C", "C", "O", "C", "C", "H", "H", "H", "H", "H", "H", "H", "H", "H", "H", "H", "H", "H", "H", "H", "C", "C", "O", "P", "O", "O", "C", "C", "O", "C", "C", "H", "H", "H", "H", "H", "H", "H", "H", "H", "H", "H", "H", "H", "H", "H"],
  "positions_angstrom": [[-3.276, -3.663, 2.827], [-2.609, -3.191, 1.947], [-2.079, -2.420, 0.793], [-1.483, -3.361, -0.273], [-1.180, -2.962, -1.506], [-2.951, -1.434, 0.250], [-4.264, -1.787, 0.064], [-4.536, -3.152, -0.376], [-4.455, -3.338, -1.586], [-4.273, -3.576, -2.700], [-5.349, -1.332, 1.516], [-4.595, -0.804, 2.605], [-6.369, -0.465, 1.007], [-6.099, -2.682, 1.902], [-0.793, -1.586, 1.354], [-1.019, -0.053, 1.205], [0.230, 0.782, 1.682], [1.151, 1.130, 0.492], [2.143, 0.015, 0.101], [3.514, 0.443, 0.238], [4.279, -0.448, 0.946], [4.599, -1.841, 0.419], [4.747, -0.099, 1.993], [-0.567, -1.890, 2.764], [0.552, -2.723, 3.009], [0.494, -3.753, 2.152], [1.706, -1.985, 2.839], [0.520, -3.164, 4.521], [-0.754, -3.289, 4.907], [1.024, -2.117, 5.219], [1.416, -4.402, 4.865], [2.409, -4.429, 3.957], [1.998, -4.176, 6.062], [0.671, -5.748, 4.980], [-0.033, -5.913, 3.828], [-0.255, -5.706, 5.949], [1.569, -7.006, 5.260], [1.294, -7.435, 6.509], [2.884, -6.767, 5.231], [1.238, -8.236, 4.341], [1.925, -9.260, 4.895], [-0.051, -8.582, 4.418], [1.764, -8.096, 2.865], [2.188, -6.863, 2.560], [2.827, -8.913, 2.722], [0.742, -8.583, 1.794], [1.276, -8.492, 0.572], [0.445, -9.864, 1.991], [-0.365, -7.846, 1.787], [-3.822, -3.976, 3.695], [-1.298, -4.385, 0.060], [-1.161, -1.885, -1.697], [-0.935, -3.697, -2.270], [-4.658, -1.121, -0.719], [0.075, -1.807, 0.723], [-1.886, 0.276, 1.790], [-1.150, 0.222, 0.152], [-0.197, 1.727, 2.051], [0.762, 0.306, 2.513], [0.546, 1.409, -0.383], [1.749, 2.027, 0.715], [1.993, -0.203, -0.972], [1.996, -0.926, 0.644], [5.461, -1.841, -0.261], [4.888, -2.445, 1.288], [3.756, -2.353, -0.061], [-0.571, -1.067, 3.352], [7.584, 2.737, 0.752], [6.395, 3.679, 0.731], [6.617, 4.791, -0.133], [6.486, 4.626, -1.763], [5.245, 3.803, -1.930], [5.893, 6.111, -2.188], [4.841, 6.210, -3.153], [3.517, 6.483, -2.467], [8.005, 5.115, -2.114], [8.661, 6.153, -1.370], [9.733, 5.558, -0.461], [7.845, 2.414, -0.260], [7.362, 1.857, 1.357], [8.460, 3.231, 1.173], [5.485, 3.142, 0.456], [6.232, 4.085, 1.730], [4.786, 5.307, -3.762], [5.090, 7.037, -3.821], [3.346, 5.795, -1.640], [2.688, 6.394, -3.173], [3.508, 7.492, -2.050], [7.952, 6.759, -0.813], [9.128, 6.797, -2.115], [9.881, 4.497, -0.652], [9.462, 5.679, 0.589], [10.689, 6.066, -0.602], [-6.992, 1.737, -1.003], [-6.323, 3.007, -1.493], [-6.171, 3.004, -2.909], [-7.449, 3.322, -3.893], [-8.114, 4.488, -3.229], [-6.703, 4.101, -5.145], [-7.302, 5.269, -5.718], [-6.592, 6.518, -5.235], [-7.387, 1.907, -4.714], [-6.143, 1.271, -5.034], [-5.930, 0.045, -4.148], [-7.948, 1.577, -1.512], [-7.169, 1.784, 0.070], [-6.366, 0.870, -1.207], [-6.873, 3.887, -1.155], [-5.320, 3.081, -1.069], [-8.366, 5.312, -5.487], [-7.207, 5.184, -6.802], [-6.476, 6.520, -4.152], [-7.140, 7.415, -5.530], [-5.588, 6.572, -5.662], [-5.308, 1.962, -4.971], [-6.232, 0.959, -6.075], [-6.812, -0.179, -3.551], [-5.089, 0.201, -3.468], [-5.692, -0.834, -4.750]],
  "orbital_gap_ev": 9.97,
  "molar_mass_g_mol": 1144.7,
  "lumo_energy_ev": -0.01,
  "homo_ev": -9.97
}

---

[6]
{
  "formula": "C3H8NO3",
  "method": "the ωB97M-V functional and the def2-TZVPD basis",
  "species": ["C", "N", "C", "O", "H", "H", "H", "H", "H", "H", "O", "C", "O", "H", "H"],
  "positions_angstrom": [[-0.528, 1.921, 0.207], [0.678, 1.120, 0.027], [0.992, 0.318, 1.281], [-0.110, -0.159, 1.890], [-1.449, 1.379, -0.019], [-0.503, 2.849, -0.376], [-0.647, 2.228, 1.249], [0.450, 0.523, -0.759], [1.580, 1.060, 1.871], [1.665, -0.514, 0.997], [-1.067, -0.418, -1.670], [-0.618, -1.410, -1.171], [0.578, -1.612, -0.773], [-1.271, -2.305, -1.153], [0.039, -1.048, 0.054]],
  "orbital_gap_ev": 7.20,
  "total_charge": -1,
  "molar_mass_g_mol": 106.1,
  "lumo_energy_ev": 3.99,
  "homo_ev": -3.20
}

---

[7]
{
  "formula": "C8H13BO2",
  "method": "the ωB97M-V functional and the def2-TZVPD basis",
  "species": ["C", "C", "C", "C", "C", "C", "C", "C", "B", "O", "O", "H", "H", "H", "H", "H", "H", "H", "H", "H", "H", "H", "H", "H"],
  "positions_angstrom": [[-1.020, 2.419, -0.362], [-0.798, 0.913, -0.512], [-1.695, 0.023, -0.863], [-1.620, -1.410, -0.826], [-1.097, -2.171, 0.114], [-0.322, -1.527, 1.102], [0.762, -0.701, 0.753], [1.355, 0.260, 1.771], [1.451, -1.026, -0.673], [1.264, -2.266, -1.165], [2.301, -0.126, -1.199], [-0.431, 2.843, -1.176], [-0.610, 2.586, 0.590], [-1.993, 2.964, -0.458], [0.267, 0.639, -0.274], [-2.688, 0.567, -1.060], [-2.289, -1.908, -1.529], [-1.290, -3.145, 0.189], [-0.773, -1.589, 2.094], [2.252, 0.061, 2.340], [0.487, 0.666, 2.265], [1.685, 1.197, 1.214], [1.627, -2.559, -1.945], [2.515, -0.287, -2.155]],
  "orbital_gap_ev": 8.49,
  "molar_mass_g_mol": 152.0,
  "lumo_energy_ev": 0.30,
  "homo_ev": -8.19
}

---

What did we get for maximum force? Answer: 6.33; 5.83; 4.18; 5.17; 6.99; 5.68; 3.96 eV Å⁻¹, in the order shown.
What did we get for relative energy (zero: lowest compared OMol25 entry of this formula, charge and spin)? Answer: 21.1; 156.8; 102.0; 41.0; 0.0; 105.6; 70.4 kcal/mol, in the order shown.